A cluster of 4 separate species, C22H30BFN4O14P in total. Source: OMol25; level of theory: the ωB97M-V functional and the def2-TZVPD basis.

The calculation puts the molar mass at 635.280 g/mol. Its total charge is -1. The value obtained for the relative energy (zero: lowest compared OMol25 entry of this formula, charge and spin) is 21.1 kcal/mol. Its highest occupied orbital energy is -4.52 eV. The calculation puts the LUMO energy at 0.52 eV. For the frontier orbital gap, the calculation gives 5.0 eV.

```
73
Properties=species:S:1:pos:R:3:lowdin_charge:R:1
C -3.19 -0.84 0.00 -0.170
C -2.23 -1.66 0.85 -0.349
P -0.38 -1.53 0.31 0.616
N 1.34 -1.19 -0.13 -0.147
F -0.08 -0.64 1.88 -0.384
C 0.14 -3.13 1.21 -0.209
C 0.82 -4.31 0.50 -0.689
N 1.53 -5.04 1.65 0.027
N 1.88 -4.08 -0.42 0.079
N -0.13 -5.26 -0.11 0.078
B -0.84 -2.33 -1.43 -0.684
O -0.15 -1.91 -2.62 0.027
O -1.84 -3.23 -1.68 0.112
H -2.71 -0.11 -0.65 0.043
H -3.92 -0.30 0.60 0.053
H -3.76 -1.51 -0.63 0.053
H -2.21 -1.31 1.86 0.016
H -2.58 -2.68 0.84 0.067
H -0.72 -0.22 -0.28 0.016
H 1.38 -0.25 -0.50 0.003
H 1.88 -1.21 0.73 0.010
H -0.73 -3.52 1.74 0.074
H 0.80 -2.84 2.01 0.063
H 2.22 -5.63 1.20 0.041
H 0.85 -5.62 2.13 0.048
H 1.55 -3.89 -1.36 0.066
H 2.51 -3.37 -0.10 0.060
H 0.36 -6.14 -0.13 0.062
H -0.89 -5.37 0.54 0.067
H -0.34 -0.96 -2.68 0.078
H -2.12 -3.14 -2.60 0.100
C -1.55 2.22 5.56 0.070
C -1.41 1.16 4.74 -0.225
C -2.52 0.18 4.52 -0.295
O -2.27 -0.71 3.75 0.116
C -3.78 0.38 5.23 0.082
C -3.92 1.43 6.04 -0.245
C -2.81 2.42 6.25 -0.327
O -3.03 3.36 7.00 0.079
O -5.03 1.68 6.73 0.095
O -0.31 0.90 4.06 0.093
H -0.76 2.94 5.72 0.130
H -4.57 -0.35 5.07 0.133
H -4.85 2.50 7.23 0.111
H -0.48 0.08 3.54 0.094
C 1.45 3.93 -0.02 0.069
C 1.24 3.20 1.09 -0.230
C 1.89 3.55 2.40 -0.303
O 1.64 2.86 3.37 0.121
C 2.80 4.69 2.44 0.072
C 3.01 5.41 1.33 -0.247
C 2.34 5.08 0.03 -0.328
O 2.57 5.80 -0.93 0.084
O 3.82 6.46 1.29 0.098
O 0.44 2.15 1.09 0.122
H 0.99 3.70 -0.96 0.133
H 3.28 4.92 3.38 0.131
H 3.78 6.79 0.37 0.113
H 0.45 1.78 2.00 0.097
C 0.05 0.10 -7.28 0.065
C 0.38 -0.39 -6.07 -0.233
C 1.75 -0.16 -5.49 -0.308
O 2.00 -0.59 -4.39 0.141
C 2.72 0.58 -6.29 0.075
C 2.38 1.05 -7.50 -0.249
C 1.01 0.85 -8.06 -0.328
O 0.77 1.33 -9.16 0.085
O 3.22 1.73 -8.28 0.097
O -0.49 -1.07 -5.36 0.119
H -0.93 -0.05 -7.71 0.131
H 3.71 0.73 -5.88 0.134
H 2.71 1.95 -9.08 0.112
H -0.10 -1.36 -4.50 0.087
```

A cluster of 2 separate species, C2H8Br2N4O in total. Source: OMol25; level of theory: the ωB97M-V functional and the def2-TZVPD basis.

The calculation puts the molar mass at 263.921 g/mol. Its total charge is +2. The value obtained for the relative energy (zero: lowest compared OMol25 entry of this formula, charge and spin) is 15.4 kcal/mol. Its highest occupied orbital energy (spin up / spin down) is -15.59 / -15.59 eV. The calculation puts the LUMO energy (spin up / spin down) at -11.80 / -11.80 eV. For the frontier orbital gap (spin up / spin down), the calculation gives 3.8 / 3.8 eV.

```
17
Properties=species:S:1:pos:R:3:lowdin_charge:R:1
C 0.73 0.80 0.07 -0.300
C 0.21 -2.77 0.00 0.047
N 1.92 1.46 0.04 0.158
N 0.91 -0.51 0.11 0.221
N 1.94 2.78 0.01 0.247
N 0.01 -1.38 -0.04 0.061
O -0.41 1.48 -0.06 0.196
Br -4.00 -0.04 -0.01 -0.049
Br -6.22 -0.03 0.02 0.158
H -0.02 -3.34 -0.85 0.117
H 1.35 -2.90 0.12 0.166
H -0.39 -3.01 0.82 0.117
H 2.64 0.81 0.37 0.223
H 1.00 3.04 0.29 0.144
H 2.61 3.48 -0.24 0.178
H -1.30 1.26 -0.34 0.116
H -1.00 -1.13 -0.30 0.200
```

A structure of composition C32H58AsGeN2S4Sc. Source: OMol25; level of theory: the ωB97M-V functional and the def2-TZVPD basis.

The calculation puts the molar mass at 791.586 g/mol. Its total charge is +4. The value obtained for the relative energy (zero: lowest compared OMol25 entry of this formula, charge and spin) is 138.2 kcal/mol. Its highest occupied orbital energy is -19.10 eV. The calculation puts the LUMO energy at -13.51 eV. For the frontier orbital gap, the calculation gives 5.6 eV.

```
99
Properties=species:S:1:pos:R:3:lowdin_charge:R:1
Sc 0.71 0.45 -0.86 0.939
C 0.16 2.09 3.28 -0.411
C -1.21 2.55 2.77 -0.423
S -1.20 2.61 0.96 0.728
C -2.55 3.76 0.55 -0.417
C -2.18 4.51 -0.74 -0.421
S -0.77 3.76 -1.62 0.846
C 0.58 4.83 -1.05 -0.458
C 1.93 4.33 -1.54 -0.429
S 2.48 2.67 -0.99 0.847
C 3.27 2.97 0.63 -0.462
C 2.32 3.13 1.78 -0.449
S 1.34 1.61 1.97 0.758
H 0.08 1.20 3.91 0.091
H 0.65 2.87 3.86 0.104
H -1.44 3.56 3.11 0.104
H -2.00 1.88 3.11 0.058
H -2.67 4.44 1.40 0.104
H -3.48 3.21 0.43 0.067
H -1.91 5.55 -0.54 0.101
H -3.00 4.51 -1.45 0.096
H 0.55 4.91 0.03 0.071
H 0.40 5.81 -1.49 0.114
H 2.72 5.00 -1.22 0.111
H 1.95 4.28 -2.63 0.084
H 3.90 3.84 0.50 0.114
H 3.92 2.10 0.78 0.080
H 1.64 3.98 1.66 0.082
H 2.90 3.27 2.70 0.118
C 0.75 -2.86 -1.67 -0.070
N 1.03 -1.57 -2.34 -0.308
C 2.45 -1.57 -2.78 -0.044
C 0.17 -1.52 -3.54 -0.167
C 0.25 -0.18 -4.22 -0.179
N -0.13 0.93 -3.32 -0.283
C 0.39 2.16 -3.99 -0.098
C -1.61 1.01 -3.31 -0.075
H 1.00 -3.69 -2.33 0.132
H -0.31 -2.92 -1.42 0.066
H 1.34 -2.95 -0.76 0.007
H 2.62 -2.36 -3.51 0.132
H 3.10 -1.74 -1.92 0.032
H 2.73 -0.62 -3.23 0.100
H -0.86 -1.75 -3.25 0.122
H 0.49 -2.29 -4.25 0.156
H -0.40 -0.18 -5.10 0.154
H 1.27 0.00 -4.58 0.126
H 0.12 2.13 -5.05 0.124
H 1.48 2.20 -3.91 0.094
H -0.04 3.05 -3.56 -0.005
H -1.97 1.25 -4.31 0.127
H -1.95 1.80 -2.64 0.038
H -2.04 0.06 -3.01 0.058
C 4.97 -1.59 -0.22 -0.133
C 3.79 -2.47 0.17 -0.401
As 2.34 -1.37 0.95 1.183
C 3.29 -0.81 2.59 -0.430
C 4.06 -1.93 3.29 -0.116
C 1.04 -2.65 1.75 -0.404
C 1.43 -4.12 1.68 -0.121
H 5.73 -2.19 -0.73 0.103
H 5.44 -1.15 0.65 0.076
H 4.69 -0.78 -0.90 0.061
H 4.08 -3.15 0.97 0.072
H 3.44 -3.08 -0.65 0.062
H 2.51 -0.44 3.25 0.030
H 3.95 0.03 2.35 0.061
H 3.42 -2.79 3.50 0.074
H 4.41 -1.55 4.24 0.101
H 4.93 -2.26 2.73 0.077
H 0.07 -2.48 1.26 0.014
H 0.94 -2.33 2.79 0.077
H 1.49 -4.49 0.65 0.073
H 0.69 -4.72 2.20 0.096
H 2.39 -4.30 2.16 0.074
Ge -2.60 -0.09 0.44 1.096
C -3.13 -0.36 2.28 -0.369
C -4.12 0.52 2.74 -0.127
C -4.77 0.25 3.93 -0.023
C -4.41 -0.87 4.69 -0.001
C -3.41 -1.73 4.24 -0.029
C -2.76 -1.47 3.04 -0.098
C -2.87 -1.61 -0.78 -0.353
C -2.49 -2.92 -0.46 -0.133
C -3.12 -3.97 -1.09 -0.022
C -4.09 -3.72 -2.07 0.009
C -4.45 -2.41 -2.39 -0.015
C -3.82 -1.35 -1.76 -0.128
H -3.45 1.02 -0.20 -0.004
H -4.42 1.38 2.16 0.102
H -5.56 0.90 4.27 0.132
H -4.90 -1.06 5.63 0.135
H -3.15 -2.60 4.83 0.128
H -1.99 -2.15 2.71 0.089
H -1.76 -3.13 0.31 0.088
H -2.87 -4.99 -0.82 0.133
H -4.57 -4.55 -2.57 0.138
H -5.22 -2.22 -3.12 0.135
H -4.13 -0.34 -2.01 0.102
```

The ion CH7N3O3P with charge +1. Source: OMol25; level of theory: the ωB97M-V functional and the def2-TZVPD basis.

The calculation puts the molar mass at 140.059 g/mol. Its total charge is +1. The value obtained for the relative energy (zero: lowest compared OMol25 entry of this formula, charge and spin) is 0.0 kcal/mol. Its highest occupied orbital energy is -14.89 eV. The calculation puts the LUMO energy at -3.22 eV. For the frontier orbital gap, the calculation gives 11.7 eV.

```
15
Properties=species:S:1:pos:R:3:lowdin_charge:R:1
N -0.20 -1.65 -0.84 0.148
C -0.86 -0.48 -0.43 -0.502
N -2.11 -0.28 -0.91 0.171
N -0.37 0.48 0.30 -0.011
P 1.01 0.81 0.98 0.549
O 1.32 0.01 2.36 -0.103
O 2.39 0.51 0.17 -0.117
O 1.02 2.37 1.31 -0.093
H 0.71 -1.86 -0.41 0.113
H -0.84 -2.52 -0.91 0.165
H -2.48 0.64 -0.96 0.112
H -2.48 -1.00 -1.61 0.164
H 0.57 -0.53 2.71 0.113
H 3.11 1.24 0.06 0.164
H 0.25 2.84 1.71 0.129
```

The molecule C5H7NO. Source: OMol25; level of theory: the ωB97M-V functional and the def2-TZVPD basis.

The calculation puts the molar mass at 97.117 g/mol. Its total charge is 0. The value obtained for the relative energy (zero: lowest compared OMol25 entry of this formula, charge and spin) is 78.0 kcal/mol. Its highest occupied orbital energy is -8.32 eV. The calculation puts the LUMO energy at 0.89 eV. For the frontier orbital gap, the calculation gives 9.2 eV.

```
14
Properties=species:S:1:pos:R:3:lowdin_charge:R:1
C -1.19 -0.66 0.44 -0.057
C -0.70 0.40 -0.49 -0.216
C 0.23 1.50 -0.02 -0.144
O 1.34 1.05 0.76 -0.099
C 1.94 -0.11 0.63 -0.139
N 1.28 -1.07 -0.07 0.022
C -0.11 -0.99 -0.56 -0.219
H -0.89 -0.62 1.48 0.116
H -2.19 -1.07 0.27 0.103
H -1.38 0.72 -1.28 0.142
H -0.27 2.23 0.61 0.128
H 0.66 2.01 -0.89 0.129
H 1.65 -1.79 0.54 0.096
H -0.37 -1.60 -1.42 0.138
```

A cluster of 2 separate species, C27H25O9S2 in total. Source: OMol25; level of theory: the ωB97M-V functional and the def2-TZVPD basis.

The calculation puts the molar mass at 557.622 g/mol. Its total charge is -1. The value obtained for the relative energy (zero: lowest compared OMol25 entry of this formula, charge and spin) is 21.9 kcal/mol. Its highest occupied orbital energy is -4.95 eV. The calculation puts the LUMO energy at 1.83 eV. For the frontier orbital gap, the calculation gives 6.8 eV.

```
63
Properties=species:S:1:pos:R:3:lowdin_charge:R:1
C 1.22 6.48 -0.04 -0.065
O 2.32 5.59 0.30 -0.090
C 2.03 4.31 0.64 -0.256
C 3.11 3.50 1.10 0.012
C 2.83 2.28 1.68 0.000
C 1.50 1.79 1.78 -0.190
C 1.20 0.67 2.65 0.051
C 0.02 0.63 3.37 -0.047
C -0.22 -0.48 4.31 -0.402
O 0.63 -1.22 4.77 0.138
O -1.50 -0.61 4.76 0.079
C -2.48 0.32 4.22 -0.534
C -2.85 -0.02 2.79 0.016
C -3.69 0.23 5.14 0.013
O -1.95 1.65 4.34 0.073
C -0.68 1.85 3.85 -0.405
O -0.20 2.96 3.95 0.129
C 0.48 2.54 1.14 -0.012
C 0.72 3.77 0.58 -0.007
H 1.70 7.44 -0.21 0.087
H 0.72 6.14 -0.96 0.091
H 0.50 6.54 0.78 0.097
H 4.11 3.92 1.05 0.119
H 3.63 1.70 2.14 0.124
H 1.95 0.03 3.09 0.075
H -2.00 0.02 2.11 0.089
H -3.28 -1.03 2.79 0.100
H -3.62 0.69 2.45 0.099
H -3.36 0.45 6.16 0.096
H -4.45 0.94 4.84 0.092
H -4.09 -0.79 5.10 0.094
H -0.54 2.15 1.15 0.123
H -0.10 4.37 0.17 0.105
C 0.97 -5.20 4.37 -0.098
C 0.39 -4.21 3.58 -0.079
C 1.20 -3.23 2.99 -0.087
C 2.55 -3.18 3.32 -0.270
S 3.56 -1.85 2.71 0.613
C 2.66 -1.26 1.37 -0.403
S 3.19 -1.84 -0.17 0.606
C 4.99 -1.64 -0.20 -0.290
C 5.57 -0.39 0.08 -0.063
C 6.96 -0.29 0.20 -0.087
C 7.76 -1.41 -0.03 -0.102
C 7.18 -2.63 -0.40 -0.089
C 5.79 -2.74 -0.51 -0.073
O 2.93 -3.24 -0.34 -0.334
O 2.69 -0.85 -1.11 -0.355
O 3.68 -0.80 3.70 -0.326
O 4.76 -2.56 2.32 -0.320
C 3.15 -4.20 4.06 -0.055
C 2.35 -5.21 4.60 -0.091
H 0.33 -5.96 4.84 0.093
H -0.69 -4.17 3.43 0.102
H 0.81 -2.51 2.28 0.101
H 2.45 -0.20 1.24 0.005
H 4.93 0.49 0.22 0.106
H 7.39 0.67 0.49 0.097
H 8.84 -1.33 0.08 0.092
H 7.79 -3.51 -0.59 0.097
H 5.33 -3.68 -0.78 0.111
H 4.23 -4.21 4.20 0.110
H 2.82 -6.00 5.20 0.095
```

A structure of composition C3H10N4. Source: OMol25; level of theory: the ωB97M-V functional and the def2-TZVPD basis.

The calculation puts the molar mass at 102.141 g/mol. Its total charge is 0. The value obtained for the relative energy (zero: lowest compared OMol25 entry of this formula, charge and spin) is 64.6 kcal/mol. Its highest occupied orbital energy is -7.00 eV. The calculation puts the LUMO energy at 0.98 eV. For the frontier orbital gap, the calculation gives 8.0 eV.

```
17
Properties=species:S:1:pos:R:3:lowdin_charge:R:1
C -1.12 0.22 -0.33 -0.486
C 1.29 1.32 -0.26 -0.092
N 0.41 0.23 -0.63 -0.042
N -1.62 1.52 -0.04 0.054
N 0.52 -2.37 0.09 0.065
C 0.21 -1.13 0.68 -0.361
N -1.07 -0.66 0.78 -0.043
H 0.72 -0.35 -1.40 0.122
H -1.62 -0.17 -1.23 0.124
H -1.53 1.71 0.95 0.072
H -2.59 1.64 -0.29 0.070
H 1.27 -2.86 0.56 0.074
H -0.30 -2.97 0.09 0.087
H 0.89 -0.96 1.54 0.117
H 1.18 1.53 0.80 0.082
H 1.04 2.24 -0.80 0.075
H 2.33 1.07 -0.50 0.084
```